Computed, not measured: C2H3Br2N as an isolated structure at a distorted geometry, with ωB97M-V/def2-TZVPD.

The geometry in XYZ format:
```
8
C2H3Br2N, DFT ωB97M-V/def2-TZVPD
C -1.710 0.037 0.445
C 1.275 0.101 -0.023
N 0.361 1.081 0.173
Br -3.111 0.996 -0.235
Br -1.502 -1.696 -0.154
H 2.268 0.579 -0.031
H 1.141 -0.455 -0.968
H 1.278 -0.643 0.793
```

## Properties
Total charge: 0
E: -5280.5389 Ha
LUMO energy (spin up / spin down): -1.35 / -0.53 eV
Strongest force on any atom: 0.058 Eh/bohr
Kohn-Sham gap (spin up / spin down): 0.2811 / 0.2898 Ha
Relative energy (zero: lowest compared OMol25 entry of this formula, charge and spin): 144.4 kcal/mol

Computed, not measured: C45H41OSSb2W as an isolated structure at a distorted geometry, with ωB97M-V/def2-TZVPD.

The geometry in XYZ format:
```
91
C45H41OSSb2W, DFT ωB97M-V/def2-TZVPD
W 0.109 0.453 -0.447
C 0.372 1.097 3.661
C -1.047 1.611 3.462
C -2.079 0.529 3.167
Sb -1.969 -0.526 1.238
C -2.601 1.206 0.085
C -3.792 1.357 -0.606
C -4.011 2.504 -1.361
C -3.038 3.491 -1.451
C -1.811 3.316 -0.831
C -1.583 2.156 -0.090
C -3.881 -1.523 1.380
C -3.972 -2.864 1.049
C -5.179 -3.528 1.197
C -6.283 -2.860 1.696
C -6.186 -1.518 2.032
C -4.987 -0.840 1.867
Sb 1.543 0.579 1.869
C 3.019 -0.610 2.921
C 3.598 -0.042 4.048
C 4.480 -0.794 4.807
C 4.793 -2.091 4.430
C 4.228 -2.638 3.290
C 3.327 -1.905 2.533
C 2.585 2.427 1.500
C 3.969 2.466 1.450
C 4.607 3.657 1.139
C 3.865 4.791 0.851
C 2.480 4.743 0.887
C 1.837 3.561 1.211
H 0.361 0.201 4.289
H 0.979 1.862 4.154
H -1.086 2.415 2.717
H -1.347 2.070 4.412
H -2.040 -0.242 3.939
H -3.083 0.967 3.187
H -4.553 0.591 -0.548
H -4.946 2.627 -1.888
H -3.229 4.397 -2.005
H -1.044 4.077 -0.895
H -0.677 2.133 0.583
H -3.101 -3.399 0.699
H -5.244 -4.575 0.942
H -7.216 -3.387 1.831
H -7.046 -1.002 2.435
H -4.931 0.212 2.123
H 3.377 0.981 4.331
H 4.922 -0.367 5.695
H 5.479 -2.674 5.025
H 4.483 -3.642 2.991
H 2.863 -2.347 1.658
H 4.549 1.577 1.656
H 5.685 3.697 1.126
H 4.365 5.714 0.602
H 1.901 5.627 0.667
H 0.752 3.546 1.263
C 3.410 2.767 -3.191
C 2.042 2.986 -3.262
C 1.188 2.325 -2.391
C 1.682 1.441 -1.409
C 3.066 1.228 -1.386
C 3.919 1.868 -2.265
H 4.074 3.296 -3.857
H 1.647 3.689 -3.981
H 0.108 2.511 -2.481
H 3.490 0.539 -0.654
H 4.980 1.677 -2.225
O -1.337 -0.111 -1.836
S -1.251 -0.839 -3.209
C -2.086 -2.397 -2.934
C -3.068 -2.704 -3.866
C -3.740 -3.909 -3.763
C -3.408 -4.796 -2.749
C -2.437 -4.470 -1.811
C -1.769 -3.260 -1.894
C 0.462 -1.411 -3.148
C 1.055 -1.738 -4.356
C 2.379 -2.147 -4.376
C 3.094 -2.240 -3.191
C 2.499 -1.915 -1.978
C 1.176 -1.483 -1.950
H -3.285 -2.008 -4.661
H -4.512 -4.153 -4.476
H -3.897 -5.755 -2.694
H -2.189 -5.165 -1.022
H -1.007 -3.012 -1.159
H 0.487 -1.675 -5.270
H 2.845 -2.386 -5.319
H 4.117 -2.582 -3.213
H 3.065 -2.016 -1.061
H 0.636 -1.421 -0.935
```

## Properties
Expectation value of S²: 2.031
Total charge: +3
E: -2759.2512 Ha
Multiplicity: 3
LUMO energy (spin up / spin down): -10.45 / -10.35 eV
Strongest force on any atom: 0.071 Eh/bohr
Kohn-Sham gap (spin up / spin down): 0.2086 / 0.2130 Ha
Relative energy (zero: lowest compared OMol25 entry of this formula, charge and spin): 45.7 kcal/mol

Computed, not measured: C3H7ClCrNO as an isolated structure at a distorted geometry, with ωB97M-V/def2-TZVPD.

The geometry in XYZ format:
```
14
C3H7ClCrNO, DFT ωB97M-V/def2-TZVPD
Cr -4.887 1.160 -0.679
Cl -2.452 1.753 -0.403
C 1.322 1.049 -1.144
C 1.281 -0.142 -0.210
O 2.252 -0.910 -0.170
N 0.108 -0.358 0.392
C -0.143 -1.551 1.280
H 1.205 0.746 -2.184
H 2.172 1.705 -0.954
H 0.469 1.699 -0.945
H -0.637 0.313 0.275
H -0.702 -1.222 2.156
H 0.768 -1.912 1.759
H -0.756 -2.330 0.826
```

## Properties
Expectation value of S²: 20.007
Total charge: +1
E: -1752.6327 Ha
Multiplicity: 9
LUMO energy (spin up / spin down): -4.00 / -9.05 eV
Strongest force on any atom: 0.076 Eh/bohr
Kohn-Sham gap (spin up / spin down): 0.1623 / 0.2730 Ha
Relative energy (zero: lowest compared OMol25 entry of this formula, charge and spin): 5.9 kcal/mol

Computed, not measured: an isolated molecule of C17H20FNO4S at a distorted geometry, with ωB97M-V/def2-TZVPD.

The geometry in XYZ format:
```
44
C17H20FNO4S, DFT ωB97M-V/def2-TZVPD
C -5.563 0.354 -4.236
C -4.044 0.295 -4.351
C -3.412 -0.367 -3.129
C -1.884 -0.342 -3.219
O -1.204 -0.991 -2.162
C -1.490 -0.563 -0.853
C -1.256 0.937 -0.611
O -1.559 1.287 0.728
C -0.607 1.027 1.648
N 0.588 0.506 1.318
C 1.371 0.373 2.345
C 2.712 -0.143 2.279
C 3.208 -0.631 1.064
C 4.494 -1.113 0.982
C 5.337 -1.124 2.096
C 6.726 -1.624 1.997
O 7.573 -1.532 2.846
O 6.973 -2.212 0.811
C 4.825 -0.637 3.304
F 5.578 -0.633 4.408
C 3.536 -0.156 3.404
S 0.637 0.899 3.849
C -0.795 1.312 2.982
C -2.005 1.884 3.625
H -5.979 -0.648 -4.159
H -5.993 0.839 -5.108
H -5.857 0.915 -3.351
H -3.765 -0.258 -5.249
H -3.650 1.310 -4.453
H -3.749 -1.402 -3.049
H -3.740 0.166 -2.233
H -1.561 -0.887 -4.110
H -1.538 0.698 -3.315
H -2.521 -0.813 -0.565
H -0.805 -1.134 -0.219
H -1.940 1.541 -1.212
H -0.220 1.196 -0.851
H 2.561 -0.622 0.202
H 4.874 -1.489 0.046
H 7.892 -2.519 0.791
H 3.181 0.212 4.356
H -2.415 1.193 4.360
H -1.767 2.818 4.135
H -2.750 2.076 2.858
```

## Properties
SMILES: CCCCOCCOc1nc(-c2ccc(C(=O)O)c(F)c2)sc1C
Total charge: 0
E: -1513.5739 Ha
LUMO energy: -0.49 eV
Strongest force on any atom: 0.028 Eh/bohr
Kohn-Sham gap: 0.2794 Ha
Relative energy (zero: lowest compared OMol25 entry of this formula, charge and spin): 3.8 kcal/mol

Computed, not measured: C29H42BGeIrN2O2S4SeTe as an isolated structure at a distorted geometry, with ωB97M-V/def2-TZVPD.

The geometry in XYZ format:
```
84
C29H42BGeIrN2O2S4SeTe, DFT ωB97M-V/def2-TZVPD
Ir -1.323 0.540 -2.086
O -1.278 0.520 -8.962
C -1.219 0.402 -7.768
S 0.029 1.165 -6.767
C -0.545 0.599 -5.206
C -1.668 -0.191 -5.227
S -2.386 -0.942 -3.875
S -2.369 -0.529 -6.808
S 0.393 0.985 -3.827
C -2.766 -1.588 1.408
C -1.805 -1.409 0.233
O -1.202 -2.423 -0.157
N -1.686 -0.181 -0.250
Te -1.334 1.703 1.419
C -0.601 2.449 3.354
C 0.148 3.627 3.448
C 0.512 4.426 2.228
C 0.546 4.088 4.700
C 0.204 3.423 5.868
C 0.640 3.939 7.213
C -0.560 2.268 5.760
C -0.965 1.775 4.526
C -1.811 0.526 4.485
C 0.627 1.433 0.610
C 1.122 2.284 -0.385
C 0.448 3.544 -0.871
C 2.355 1.986 -0.970
C 3.084 0.864 -0.624
C 4.385 0.540 -1.307
C 2.582 0.045 0.380
C 1.375 0.314 1.009
C 0.921 -0.623 2.097
H -3.329 -2.509 1.266
H -3.442 -0.739 1.477
H -2.192 -1.673 2.334
H -0.386 4.670 1.657
H 1.175 3.850 1.583
H 1.012 5.354 2.504
H 1.132 5.000 4.761
H 1.053 4.943 7.128
H 1.405 3.290 7.645
H -0.201 3.970 7.908
H -0.855 1.743 6.664
H -2.024 0.165 5.490
H -1.302 -0.266 3.933
H -2.759 0.719 3.979
H -0.494 3.747 -0.369
H 0.246 3.472 -1.941
H 1.118 4.395 -0.730
H 2.727 2.645 -1.748
H 4.438 1.022 -2.283
H 4.485 -0.537 -1.446
H 5.233 0.882 -0.708
H 3.139 -0.838 0.678
H 1.491 -1.551 2.057
H -0.134 -0.864 1.980
H 1.064 -0.171 3.082
B -3.748 4.407 -1.081
C -3.105 3.160 -1.749
N -2.609 2.219 -2.207
H -3.140 5.396 -1.423
H -3.636 4.202 0.113
H -4.908 4.472 -1.416
C 2.220 -4.507 -0.911
Ge 0.452 -5.274 -1.319
C 0.714 -7.068 -2.141
C -0.480 -5.574 0.388
C -0.440 -4.193 -2.732
Se 0.249 -2.368 -2.811
C 0.846 -2.528 -4.682
H 2.734 -5.090 -0.145
H 2.078 -3.488 -0.548
H 2.847 -4.469 -1.802
H 1.318 -7.701 -1.488
H 1.222 -6.988 -3.103
H -0.244 -7.564 -2.302
H 0.226 -6.027 1.088
H -1.337 -6.238 0.278
H -0.810 -4.619 0.785
H -1.513 -4.142 -2.563
H -0.250 -4.637 -3.707
H 1.571 -3.336 -4.773
H 1.306 -1.588 -4.980
H -0.014 -2.729 -5.321
```

## Properties
Expectation value of S²: 8.789
Total charge: -1
E: -7858.5025 Ha
Multiplicity: 6
LUMO energy (spin up / spin down): 2.18 / 0.26 eV
Strongest force on any atom: 0.035 Eh/bohr
Kohn-Sham gap (spin up / spin down): 0.2568 / 0.2049 Ha

Computed, not measured: a 8-piece molecular cluster, H14NO10 overall at a distorted geometry, with ωB97M-V/def2-TZVPD.

The geometry in XYZ format:
```
25
H14NO10, DFT ωB97M-V/def2-TZVPD
N 1.281 0.019 -0.222
O 0.219 0.645 -0.154
O 1.632 -0.294 -1.347
O 1.512 -0.758 0.763
O 0.890 -3.266 2.885
H 0.384 -2.638 3.372
H 1.573 -2.816 2.409
O 0.026 1.369 2.527
H 0.968 1.535 2.737
H 0.101 0.955 1.668
O -0.851 3.281 -1.215
H -0.472 2.474 -0.914
H -1.667 2.977 -1.593
O 0.184 0.580 -3.598
H 0.246 1.541 -3.587
H 0.727 0.295 -2.826
O 0.822 -2.833 -1.988
H 0.530 -3.212 -1.145
H 1.454 -2.137 -1.786
O -2.136 2.635 1.529
H -2.263 2.756 0.591
H -1.298 2.168 1.672
O -1.471 -1.824 -0.260
H -1.752 -2.058 0.617
H -0.641 -1.401 -0.146
```

## Properties
Total charge: -1
E: -815.5103 Ha
LUMO energy: 3.14 eV
Strongest force on any atom: 0.121 Eh/bohr
Kohn-Sham gap: 0.3663 Ha
Relative energy (zero: lowest compared OMol25 entry of this formula, charge and spin): 29.5 kcal/mol

Question: The lowest E belongs to which entry?
Answer: C29H42BGeIrN2O2S4SeTe

Question: Look up the strongest force on any atom of the sixth one.
Answer: 0.121 Eh/bohr

Question: Which value of strongest force on any atom does entry 1 give?
Answer: 0.058 Eh/bohr